DFT (ωB97M-V/def2-TZVPD) results for 5 unconnected molecules or ions with the total composition C3H18NO4 in a non-equilibrium geometry.

- Net charge: +1
- HOMO level: -14.422 eV
- E: -480.585953 Ha
- Orbital gap: 11.5403 eV
- 2S+1: 1
- ΔE to the lowest compared entry with this formula, charge and spin: 23.7 kcal per mole

The geometry in XYZ format:
```
26
C3H18NO4, DFT ωB97M-V/def2-TZVPD
O -1.028 -2.080 2.515
O -2.333 -0.025 0.608
O -4.749 1.360 0.632
O 0.886 0.053 -4.507
N 0.141 -0.292 -0.054
C 3.527 0.227 -0.442
C 1.131 0.777 0.353
C 2.501 0.224 0.701
H 2.945 0.741 1.548
H 3.615 1.233 -0.827
H 0.544 -0.842 -4.372
H 3.277 -0.493 -1.208
H -2.412 0.390 1.477
H 0.039 -1.045 0.626
H 1.192 1.464 -0.479
H 4.478 -0.099 -0.022
H -5.419 1.611 -0.012
H 0.666 1.282 1.185
H 2.349 -0.767 1.152
H -0.620 -2.867 2.897
H -5.223 1.048 1.418
H 0.272 -0.562 -1.021
H 0.065 0.558 -4.558
H -0.789 0.207 0.043
H -1.907 -2.339 2.221
H -3.146 0.239 0.128
```

Partial charges, natural (NBO), in e: O -0.970; O -0.980; O -0.973; O -0.929; N -0.711; C -0.608; C -0.215; C -0.428; H 0.237; H 0.218; H 0.463; H 0.208; H 0.498; H 0.455; H 0.220; H 0.234; H 0.495; H 0.217; H 0.206; H 0.490; H 0.490; H 0.429; H 0.467; H 0.473; H 0.487; H 0.528